No. 1
Below is an isolated molecule of C27H53NO7P2S3, with properties calculated with ωB97M-V with the def2-TZVPD basis set.

As for the total charge: 0. The value obtained for the frontier orbital gap is 8.36 eV.

Cartesian coordinates (Å):
C (4.11140, 0.06996, 3.45760)
C (4.68823, -0.43150, 2.13612)
C (5.94541, 0.32033, 1.69693)
C (5.79311, 1.83187, 1.49462)
C (4.76724, 2.27614, 0.44709)
C (4.61011, 3.79816, 0.42270)
C (3.61685, 4.36377, -0.60257)
C (2.12383, 4.36932, -0.20233)
C (1.27730, 3.33930, -0.96489)
C (-0.13802, 3.21401, -0.38389)
C (-0.96577, 1.95325, -0.73667)
C (-0.91522, 0.92995, 0.40432)
C (0.51735, 0.58641, 0.80590)
C (-1.71048, 1.42169, 1.63822)
C (-3.18288, 1.00088, 1.74580)
C (-3.59724, 0.75328, 3.19716)
C (-0.51486, 1.42122, -2.10064)
C (-1.41298, 0.38541, -2.82511)
P (-0.65114, -1.29607, -2.57817)
P (0.96127, -1.02123, -4.03118)
O (0.83840, 0.15938, -4.89367)
O (1.10965, -2.38627, -4.85123)
O (2.25142, -0.97204, -3.07157)
C (-2.93724, 0.43268, -2.50935)
C (-3.47398, -0.71889, -1.63616)
C (-4.91286, -0.60833, -1.13191)
C (-5.41351, -1.80653, -0.27853)
S (-4.65140, -3.42866, -0.55987)
C (-3.49387, -3.60746, 0.76639)
S (-3.80317, -3.13754, 2.28642)
N (-2.32565, -4.32648, 0.35627)
C (-2.29356, -5.67736, 0.96732)
C (-1.01856, -6.40106, 0.55730)
O (0.13569, -5.67104, 0.93587)
C (0.09018, -4.42018, 0.27759)
C (-1.09788, -3.61342, 0.75928)
S (-3.27766, 2.13521, -2.05498)
O (-2.78293, 2.91687, -3.15476)
O (-4.62351, 2.27906, -1.58700)
O (-2.37189, 2.41166, -0.79726)
H (3.19267, -0.45793, 3.72105)
H (4.82450, -0.09918, 4.27066)
H (3.89140, 1.13959, 3.43371)
H (4.93858, -1.49357, 2.23951)
H (3.93180, -0.38514, 1.34707)
H (6.71279, 0.16131, 2.46432)
H (6.33234, -0.13945, 0.78093)
H (6.77147, 2.21039, 1.17517)
H (5.57473, 2.31548, 2.45247)
H (5.11222, 1.94756, -0.54099)
H (3.79959, 1.79251, 0.62609)
H (4.38305, 4.16537, 1.43039)
H (5.59716, 4.20879, 0.17420)
H (3.92389, 5.38808, -0.82813)
H (3.73620, 3.80951, -1.54281)
H (2.04015, 4.15522, 0.87010)
H (1.71910, 5.36542, -0.39735)
H (1.82544, 2.39166, -0.97079)
H (1.21041, 3.66427, -2.00714)
H (-0.72105, 4.05596, -0.76949)
H (-0.09847, 3.33643, 0.70039)
H (-1.36993, -0.00670, 0.07538)
H (0.49534, -0.31762, 1.41872)
H (1.15988, 0.36494, -0.04976)
H (0.97964, 1.37451, 1.40483)
H (-1.66187, 2.51296, 1.67598)
H (-1.19667, 1.04323, 2.53003)
H (-3.36046, 0.10630, 1.13901)
H (-3.82204, 1.78429, 1.32973)
H (-4.67942, 0.84112, 3.32349)
H (-3.14610, 1.50500, 3.85241)
H (-3.29247, -0.23253, 3.54862)
H (-0.38635, 2.25835, -2.78471)
H (0.46847, 0.97661, -1.93121)
H (-1.30055, 0.61194, -3.88491)
H (-1.49218, -2.17125, -3.29250)
H (1.22815, -3.18075, -4.31869)
H (2.16295, -1.48490, -2.26031)
H (-3.46371, 0.36898, -3.46782)
H (-2.80287, -0.95887, -0.80930)
H (-3.44601, -1.59028, -2.29733)
H (-5.58017, -0.49492, -1.98872)
H (-5.00961, 0.28154, -0.51014)
H (-5.40504, -1.60133, 0.79168)
H (-6.46320, -1.97570, -0.53491)
H (-3.15286, -6.25358, 0.61825)
H (-2.32374, -5.58192, 2.06043)
H (-0.97469, -7.37541, 1.04603)
H (-1.00895, -6.55634, -0.53052)
H (-0.01730, -4.59780, -0.80434)
H (1.02856, -3.88936, 0.45275)
H (-1.07943, -2.62113, 0.31452)
H (-1.05642, -3.51743, 1.85276)

Atoms 1-2, force components in eV/Å:
0.1 -0.1 0.1
0.0 0.0 0.0

Löwdin atomic charge list, values in e, 2 entries: atom 1 (C): -0.1105, atom 2 (C): -0.2743

=====

No. 2
Below is a structure of composition C27H54AlP2Si, with properties calculated with ωB97M-V with the def2-TZVPD basis set.

As for the total charge: +1. The value obtained for the frontier orbital gap (alpha / beta) is 5.74 / 6.15 eV.

Cartesian coordinates (Å):
Al (-0.30485, 0.14076, -1.19960)
C (-1.65193, 1.56306, -0.06030)
C (-2.26209, 0.68739, -1.07068)
C (-1.85146, -0.56655, 0.83080)
C (-1.46852, 0.78022, 1.13928)
C (-2.41385, -0.62692, -0.48986)
C (-1.82201, 3.05535, -0.10891)
H (-1.54205, 3.47202, -1.08569)
H (-1.23131, 3.61302, 0.63764)
H (-2.88362, 3.32663, 0.05059)
C (-1.50799, 1.33873, 2.51089)
H (-1.38742, 2.42401, 2.51389)
H (-0.78273, 0.87130, 3.19792)
H (-2.52076, 1.16514, 2.91281)
C (-2.11158, -1.60276, 1.86811)
H (-3.18542, -1.63748, 2.14628)
H (-1.54794, -1.44814, 2.80693)
H (-1.87496, -2.62351, 1.52256)
C (-3.20199, -1.74042, -1.06306)
H (-4.28915, -1.60133, -1.00102)
H (-2.97250, -2.69170, -0.57291)
H (-2.94487, -1.86367, -2.11292)
C (-2.90583, 1.12622, -2.31326)
H (-3.91448, 1.55355, -2.12916)
H (-3.00398, 0.26044, -2.98390)
H (-2.27867, 1.86858, -2.82761)
C (1.56565, 0.46267, -3.01037)
C (0.51490, 1.27676, -3.18510)
C (-0.11152, 1.49561, -4.55397)
C (-1.01426, 0.36567, -5.09605)
C (-1.09326, -0.91077, -4.28840)
C (-0.02773, -1.70591, -4.16232)
C (1.29539, -1.39053, -4.82467)
C (2.17240, -0.29470, -4.17659)
H (0.72017, 1.64349, -5.26802)
H (-0.63159, 0.11494, -6.09350)
H (-0.68901, 2.44151, -4.50548)
H (2.39914, 0.45384, -4.95749)
H (2.16099, 0.44515, -2.09137)
H (0.13260, 1.94365, -2.39445)
H (3.13527, -0.73380, -3.86184)
H (1.88342, -2.31873, -4.87946)
H (-0.09727, -2.70500, -3.72913)
H (1.09455, -1.07399, -5.86242)
H (-2.02239, 0.76328, -5.23214)
H (-2.08933, -1.23750, -3.98763)
P (1.74774, 1.67882, 0.63573)
C (1.56170, 2.73003, 2.12968)
H (2.43231, 3.36376, 2.33382)
H (1.39354, 2.15001, 3.03960)
H (0.72917, 3.43055, 2.03685)
C (3.51302, 1.21015, 0.78132)
H (4.16330, 2.02750, 1.10872)
H (3.91454, 0.86561, -0.17580)
H (3.64449, 0.39451, 1.49623)
C (1.84820, 3.02482, -0.60479)
H (2.09926, 2.62043, -1.58734)
H (2.57574, 3.80152, -0.36272)
H (0.87732, 3.51461, -0.71856)
P (1.03664, -2.35992, -0.11322)
C (-0.17090, -3.41982, -1.02638)
H (0.28706, -4.33288, -1.44052)
H (-0.61733, -2.86229, -1.86311)
H (-0.99817, -3.71904, -0.36404)
C (2.52134, -2.39652, -1.16558)
H (2.26330, -2.24630, -2.22141)
H (3.08936, -3.32309, -1.07340)
H (3.18457, -1.57546, -0.87788)
C (1.48476, -3.50436, 1.23557)
H (1.85192, -4.48795, 0.91210)
H (0.63755, -3.71092, 1.88871)
H (2.26383, -3.10107, 1.88451)
C (3.19006, -1.15539, 3.62534)
Si (1.38774, -0.72523, 3.96473)
C (0.43195, -2.18262, 4.60644)
C (1.26072, 0.71360, 5.16648)
H (3.45715, -1.96563, 4.32186)
H (3.81566, -0.28027, 3.82913)
H (3.38321, -1.49475, 2.58886)
H (1.10656, -2.73722, 5.26506)
H (-0.43466, -1.85106, 5.18677)
H (0.06109, -2.87866, 3.83458)
H (1.53919, 0.24356, 6.11780)
H (0.24516, 1.15277, 5.26300)
H (1.97346, 1.53277, 4.96441)

Atoms 1-2, force components in eV/Å:
0.6 -1.2 2.0
-0.8 -0.9 0.6

Löwdin atomic charge list, values in e, 2 entries: atom 1 (Al): 0.6352, atom 2 (C): -0.2939